Entry 1:
{
  "formula": "C37H32Cl3N6O2S2Ti",
  "method": "wB97M-V/def2-TZVPD",
  "elements": ["Ti", "N", "C", "S", "N", "N", "C", "C", "C", "C", "C", "C", "C", "C", "C", "C", "C", "C", "N", "H", "H", "H", "H", "H", "H", "H", "H", "H", "H", "H", "C", "C", "O", "C", "C", "C", "C", "C", "C", "H", "H", "H", "H", "H", "H", "H", "H", "Cl", "C", "C", "C", "C", "C", "C", "N", "C", "C", "N", "C", "O", "C", "C", "C", "Cl", "S", "C", "C", "C", "Cl", "C", "H", "H", "H", "H", "H", "H", "H", "H", "H", "H", "H", "H", "H"],
  "xyz": [[0.00, 0.12, -0.02], [4.16, 1.29, -0.19], [2.86, 1.00, -0.30], [1.99, 0.67, 1.18], [2.33, 1.03, -1.51], [1.05, 0.61, -1.59], [0.30, 1.02, -2.60], [0.65, 2.12, -3.50], [1.90, 2.27, -4.09], [2.18, 3.39, -4.85], [1.22, 4.39, -4.99], [-0.03, 4.25, -4.41], [-0.32, 3.11, -3.68], [-1.04, 0.40, -2.61], [-1.84, 0.31, -3.74], [-3.05, -0.34, -3.65], [-3.45, -0.89, -2.43], [-2.60, -0.77, -1.35], [-1.42, -0.15, -1.44], [4.58, 1.33, 0.72], [4.72, 1.46, -1.01], [2.65, 1.49, -3.98], [3.14, 3.49, -5.33], [1.45, 5.28, -5.57], [-0.77, 5.03, -4.52], [-1.30, 3.00, -3.22], [-1.50, 0.74, -4.67], [-3.69, -0.44, -4.52], [-4.39, -1.41, -2.33], [-2.85, -1.19, -0.39], [-2.54, 2.20, 2.41], [-1.52, 2.32, 1.34], [-1.09, 1.24, 0.84], [-1.04, 3.61, 0.90], [-1.54, 4.79, 1.48], [-1.02, 6.01, 1.11], [-0.01, 6.09, 0.16], [0.47, 4.93, -0.45], [-0.04, 3.71, -0.08], [-2.78, 1.16, 2.59], [-3.45, 2.74, 2.14], [-2.16, 2.65, 3.34], [-2.32, 4.74, 2.22], [-1.40, 6.91, 1.58], [0.39, 7.05, -0.12], [1.25, 4.99, -1.20], [0.35, 2.81, -0.54], [-4.16, -7.57, 2.76], [-3.20, -7.00, 1.46], [-3.49, -5.79, 0.86], [-2.71, -5.35, -0.20], [-1.63, -6.09, -0.67], [-0.83, -5.54, -1.83], [0.58, -5.09, -1.38], [0.50, -3.93, -0.50], [0.47, -3.93, 0.87], [0.32, -2.64, 1.26], [0.25, -1.85, 0.13], [0.36, -2.67, -0.91], [-0.70, -6.48, -2.86], [-1.12, -6.04, -4.15], [-2.56, -5.60, -4.17], [-3.60, -6.38, -3.76], [-3.50, -7.97, -3.16], [-5.12, -5.57, -3.90], [-4.36, -4.17, -4.52], [-3.01, -4.32, -4.61], [-1.35, -7.31, -0.04], [-0.01, -8.29, -0.51], [-2.13, -7.76, 1.01], [-4.33, -5.20, 1.20], [-2.96, -4.42, -0.69], [-1.36, -4.65, -2.19], [1.17, -4.84, -2.26], [1.07, -5.90, -0.85], [0.55, -4.84, 1.45], [0.29, -2.22, 2.25], [0.37, -2.37, -1.95], [-0.98, -6.91, -4.79], [-0.48, -5.23, -4.52], [-4.96, -3.33, -4.83], [-2.34, -3.56, -5.00], [-1.90, -8.71, 1.48]],
  "lowdin_charge": [0.776, 0.122, -0.793, 0.696, 0.021, -0.112, -0.143, -0.178, -0.016, -0.046, -0.047, -0.057, -0.043, -0.191, 0.033, 0.002, -0.010, -0.071, -0.023, 0.103, 0.123, 0.112, 0.117, 0.118, 0.116, 0.120, 0.137, 0.130, 0.123, 0.133, 0.033, -0.251, -0.148, -0.139, 0.012, -0.030, -0.010, -0.030, 0.006, 0.100, 0.115, 0.120, 0.123, 0.124, 0.126, 0.122, 0.080, 0.725, -0.663, -0.091, -0.035, -0.204, -0.307, -0.037, -0.029, 0.006, -0.073, -0.095, -0.101, -0.133, -0.137, -0.337, -0.959, 0.738, 1.030, -0.425, -0.161, -0.581, 0.785, -0.112, 0.109, 0.113, 0.136, 0.146, 0.107, 0.148, 0.124, 0.154, 0.141, 0.130, 0.064, 0.107, 0.114],
  "charge": 2,
  "spin_multiplicity": 2,
  "gap_ev": [5.9, 5.9]
}


Entry 2:
{
  "formula": "C39H39GeN3O3PV",
  "method": "wB97M-V/def2-TZVPD",
  "elements": ["V", "C", "C", "C", "C", "C", "C", "N", "C", "C", "C", "C", "C", "N", "C", "C", "C", "C", "C", "C", "N", "H", "H", "H", "H", "H", "H", "H", "H", "H", "H", "H", "H", "H", "H", "H", "C", "O", "P", "O", "C", "O", "C", "H", "H", "H", "H", "H", "H", "H", "H", "H", "C", "Ge", "C", "C", "C", "C", "C", "C", "C", "C", "C", "C", "C", "C", "C", "C", "C", "C", "C", "C", "H", "H", "H", "H", "H", "H", "H", "H", "H", "H", "H", "H", "H", "H", "H"],
  "xyz": [[-0.13, 0.35, -0.10], [-2.68, 0.45, -2.75], [-1.99, -0.86, -2.58], [-2.46, -1.94, -3.34], [-1.86, -3.17, -3.25], [-0.73, -3.30, -2.46], [-0.29, -2.20, -1.77], [-0.92, -0.99, -1.75], [0.98, -2.29, -0.98], [1.95, -3.23, -1.19], [3.09, -3.20, -0.40], [3.23, -2.23, 0.58], [2.22, -1.32, 0.75], [1.12, -1.33, -0.03], [2.23, -0.25, 1.78], [3.04, -0.38, 2.86], [3.04, 0.63, 3.82], [2.24, 1.71, 3.61], [1.40, 1.79, 2.49], [0.56, 3.01, 2.34], [1.37, 0.79, 1.57], [-3.75, 0.31, -2.93], [-2.26, 0.98, -3.61], [-2.53, 1.05, -1.89], [-3.31, -1.78, -3.98], [-2.25, -4.02, -3.81], [-0.21, -4.25, -2.37], [1.84, -3.96, -1.98], [3.88, -3.92, -0.57], [4.13, -2.19, 1.19], [3.66, -1.26, 2.99], [3.66, 0.55, 4.70], [2.22, 2.54, 4.32], [0.19, 3.36, 3.31], [-0.26, 2.84, 1.68], [1.18, 3.82, 1.92], [-3.73, -1.07, 0.26], [-2.91, -0.98, 1.45], [-1.73, 0.10, 1.54], [-1.14, -0.31, 2.99], [-0.74, -1.66, 3.29], [-2.48, 1.44, 2.00], [-3.32, 1.48, 3.18], [-4.66, -1.53, 0.55], [-3.24, -1.70, -0.49], [-3.94, -0.08, -0.17], [-0.49, -1.70, 4.34], [0.15, -1.94, 2.71], [-1.54, -2.37, 3.07], [-3.84, 2.42, 3.16], [-2.70, 1.42, 4.08], [-4.03, 0.65, 3.18], [-0.93, 1.85, -0.41], [-1.78, 3.57, -0.83], [-3.55, 3.27, -1.60], [-3.84, 3.68, -2.91], [-5.09, 3.42, -3.48], [-6.07, 2.75, -2.75], [-5.80, 2.34, -1.45], [-4.55, 2.59, -0.88], [-0.66, 4.44, -2.15], [0.51, 3.84, -2.64], [1.31, 4.49, -3.57], [0.96, 5.75, -4.02], [-0.19, 6.37, -3.54], [-1.00, 5.72, -2.61], [-1.99, 4.85, 0.62], [-0.93, 5.69, 0.97], [-1.05, 6.61, 2.02], [-2.25, 6.70, 2.72], [-3.33, 5.89, 2.37], [-3.20, 4.98, 1.32], [-3.08, 4.20, -3.49], [-5.29, 3.75, -4.50], [-7.04, 2.56, -3.20], [-6.56, 1.82, -0.88], [-4.34, 2.24, 0.12], [0.78, 2.85, -2.28], [2.22, 4.01, -3.94], [1.59, 6.26, -4.75], [-0.46, 7.37, -3.89], [-1.89, 6.22, -2.23], [0.00, 5.65, 0.40], [-0.22, 7.26, 2.27], [-2.35, 7.41, 3.54], [-4.27, 5.99, 2.90], [-4.06, 4.37, 1.04]],
  "lowdin_charge": [0.490, -0.030, -0.277, -0.014, -0.022, -0.005, -0.190, 0.109, -0.177, 0.011, -0.002, 0.012, -0.189, 0.069, -0.211, -0.009, -0.020, -0.003, -0.255, -0.018, 0.112, 0.100, 0.117, -0.004, 0.130, 0.125, 0.118, 0.121, 0.126, 0.123, 0.117, 0.123, 0.128, 0.103, 0.010, 0.104, -0.066, -0.293, 0.708, -0.307, -0.082, -0.328, -0.062, 0.095, 0.073, 0.073, 0.093, 0.071, 0.084, 0.083, 0.086, 0.087, -0.321, 0.908, -0.290, -0.098, -0.077, -0.089, -0.085, -0.139, -0.296, -0.106, -0.087, -0.087, -0.078, -0.116, -0.277, -0.126, -0.083, -0.087, -0.083, -0.099, 0.094, 0.106, 0.104, 0.105, 0.082, 0.069, 0.102, 0.104, 0.105, 0.111, 0.103, 0.104, 0.104, 0.104, 0.086],
  "de_lowest_kj_mol": 64.4,
  "charge": 1,
  "spin_multiplicity": 2,
  "gap_ev": [6.9, 6.6]
}


Entry 3:
{
  "formula": "C5H15N3",
  "method": "wB97M-V/def2-TZVPD",
  "elements": ["C", "C", "C", "N", "C", "H", "H", "H", "H", "H", "H", "H", "H", "H", "C", "N", "N", "H", "H", "H", "H", "H", "H"],
  "xyz": [[-1.96, -0.28, -1.04], [-1.17, 0.57, -0.33], [-0.91, 1.96, -0.84], [-0.96, 0.45, 1.05], [-1.38, -0.72, 1.77], [-2.28, -1.24, -0.67], [-2.20, -0.07, -2.07], [0.07, 2.29, -0.50], [-1.66, 2.66, -0.47], [-0.94, 1.97, -1.93], [-1.15, 1.31, 1.55], [-1.05, -0.65, 2.80], [-2.47, -0.88, 1.76], [-0.92, -1.61, 1.34], [2.94, -0.93, 0.18], [2.17, 0.12, -0.46], [0.81, -0.36, -1.01], [3.86, -0.50, 0.60], [3.22, -1.67, -0.57], [2.40, -1.45, 0.99], [1.93, 0.83, 0.24], [0.47, -1.17, -0.49], [1.16, -0.65, -1.92]],
  "lowdin_charge": [-0.012, -0.505, -0.061, -0.067, -0.122, 0.032, 0.043, 0.065, 0.081, 0.077, 0.121, 0.077, 0.081, 0.071, -0.170, -0.149, 0.012, 0.073, 0.070, 0.068, 0.074, 0.055, 0.084],
  "de_lowest_kj_mol": 312.1,
  "charge": 0,
  "smiles": "C=C(C)NC.CNN",
  "gap_ev": 8.4
}


Entry 4:
{
  "formula": "C8H16Si",
  "method": "wB97M-V/def2-TZVPD",
  "elements": ["C", "C", "Si", "C", "C", "C", "C", "C", "C", "H", "H", "H", "H", "H", "H", "H", "H", "H", "H", "H", "H", "H", "H", "H", "H"],
  "xyz": [[-2.86, 1.62, 2.00], [-2.02, 1.41, 1.14], [-0.71, 0.47, -0.39], [-1.93, -0.97, -0.96], [-0.22, 1.40, -2.02], [0.94, -0.19, 0.33], [0.63, -0.67, 1.70], [1.43, -1.55, -0.47], [2.07, 0.84, 0.36], [-3.25, 1.71, 2.99], [-2.88, -0.51, -0.91], [-1.83, -1.41, -1.97], [-1.88, -1.79, -0.37], [0.75, 1.14, -2.26], [-1.00, 1.03, -2.59], [-0.24, 2.46, -1.82], [0.75, 0.10, 2.40], [-0.42, -1.13, 1.78], [1.40, -1.45, 2.07], [2.31, -1.84, -0.08], [1.43, -1.26, -1.58], [0.67, -2.33, -0.31], [1.70, 1.72, 0.75], [2.73, 0.27, 0.91], [2.44, 0.93, -0.67]],
  "lowdin_charge": [-0.060, -0.149, 0.752, -0.170, -0.142, -0.656, -0.161, -0.043, -0.070, 0.004, 0.003, 0.046, -0.026, -0.011, -0.008, 0.029, 0.052, 0.099, 0.115, 0.019, 0.100, 0.075, 0.059, 0.056, 0.088],
  "de_lowest_kj_mol": 383.0,
  "charge": 0,
  "smiles": "C#C[Si](C)(C)C(C)(C)C",
  "gap_ev": 10.6
}


Entry 5:
{
  "formula": "C25H36AsCsN4O",
  "method": "wB97M-V/def2-TZVPD",
  "elements": ["Cs", "C", "C", "N", "N", "C", "O", "C", "C", "C", "C", "C", "C", "C", "C", "C", "C", "C", "N", "H", "H", "H", "H", "H", "H", "H", "H", "H", "H", "H", "H", "C", "C", "As", "C", "C", "C", "C", "H", "H", "H", "H", "H", "H", "H", "H", "H", "H", "H", "H", "H", "H", "H", "C", "C", "C", "C", "C", "N", "H", "H", "H", "H", "H", "H", "H", "H", "H"],
  "xyz": [[0.63, -0.68, 0.72], [5.91, -1.37, 0.03], [4.42, -1.52, 0.18], [3.60, -0.54, 0.20], [4.14, 0.71, 0.08], [3.22, 1.68, 0.05], [1.97, 1.57, 0.12], [3.79, 3.06, -0.09], [2.91, 4.14, -0.19], [3.39, 5.43, -0.32], [4.75, 5.67, -0.36], [5.64, 4.60, -0.27], [5.16, 3.31, -0.14], [3.87, -2.90, 0.30], [4.73, -4.01, 0.26], [4.20, -5.28, 0.36], [2.83, -5.44, 0.50], [2.05, -4.29, 0.53], [2.55, -3.07, 0.44], [6.15, -0.31, -0.03], [6.27, -1.86, -0.87], [6.44, -1.80, 0.88], [1.85, 3.93, -0.15], [2.69, 6.26, -0.40], [5.13, 6.68, -0.47], [6.71, 4.78, -0.30], [5.84, 2.47, -0.07], [5.79, -3.87, 0.15], [4.85, -6.15, 0.33], [2.37, -6.42, 0.58], [0.98, -4.36, 0.63], [-4.57, 3.45, 0.54], [-4.17, 2.12, 1.16], [-2.49, 1.30, 0.54], [-2.87, 1.23, -1.40], [-1.70, 0.67, -2.20], [-1.31, 2.87, 0.52], [-1.07, 3.42, 1.92], [-5.52, 3.80, 0.96], [-4.70, 3.37, -0.54], [-3.83, 4.22, 0.73], [-4.94, 1.36, 0.99], [-4.07, 2.21, 2.24], [-3.11, 2.24, -1.75], [-3.76, 0.62, -1.53], [-0.81, 1.31, -2.09], [-1.94, 0.63, -3.26], [-1.42, -0.33, -1.88], [-1.74, 3.63, -0.14], [-0.36, 2.56, 0.08], [-2.00, 3.76, 2.39], [-0.38, 4.26, 1.90], [-0.64, 2.65, 2.57], [-4.34, -4.52, -1.32], [-4.31, -3.42, -0.25], [-5.06, -3.88, 1.01], [-4.92, -2.12, -0.79], [-2.91, -3.16, 0.12], [-1.82, -2.91, 0.41], [-5.37, -4.71, -1.60], [-3.89, -5.44, -0.95], [-3.79, -4.20, -2.21], [-6.10, -4.08, 0.75], [-5.03, -3.11, 1.78], [-4.62, -4.79, 1.41], [-5.97, -2.30, -1.04], [-4.40, -1.79, -1.69], [-4.87, -1.33, -0.05]],
  "lowdin_charge": [0.971, -0.046, -0.293, -0.030, 0.021, -0.504, -0.315, -0.143, -0.033, -0.091, -0.104, -0.091, -0.036, -0.227, -0.023, -0.068, -0.073, -0.156, 0.011, 0.052, 0.082, 0.081, 0.097, 0.096, 0.095, 0.097, 0.098, 0.099, 0.106, 0.099, 0.093, -0.171, -0.459, 1.126, -0.456, -0.182, -0.462, -0.170, 0.068, 0.059, 0.057, 0.046, 0.052, 0.059, 0.043, 0.066, 0.070, 0.038, 0.066, 0.028, 0.057, 0.071, 0.065, -0.041, -0.594, -0.040, -0.041, -0.174, 0.148, 0.091, 0.091, 0.091, 0.091, 0.092, 0.091, 0.093, 0.086, 0.078],
  "de_lowest_kj_mol": 0.0,
  "charge": 0,
  "gap_ev": 7.0
}


Entry 6:
{
  "formula": "C5H4BeO",
  "method": "wB97M-V/def2-TZVPD",
  "elements": ["C", "H", "H", "H", "C", "C", "C", "C", "O", "Be", "H"],
  "xyz": [[0.32, 1.43, 0.15], [0.11, 2.16, -0.64], [1.97, 0.32, -0.98], [0.08, 1.81, 1.15], [1.40, 0.37, -0.05], [0.00, -0.02, -0.06], [-0.89, -1.00, -0.10], [-2.19, -1.21, -0.07], [-3.27, -1.62, -0.14], [0.51, -2.61, -0.17], [1.97, 0.35, 0.92]],
  "lowdin_charge": [-0.109, 0.093, 0.097, 0.098, -0.178, -0.370, -0.213, -0.250, 0.123, 0.602, 0.107],
  "de_lowest_kj_mol": 0.0,
  "charge": 0,
  "gap_ev": [4.2, 7.9]
}


Look up the charge of the fifth one. 0